1.
Density functional theory data (wB97M-V/def2-TZVPD) for a structure of composition C35H42Cl2InN2O3Sb at a distorted geometry.

DFT total energy	-82855.882	eV
HOMO	-7.58	eV
relative energy (zero: lowest compared OMol25 entry of this formula, charge and spin)	0.00	kJ/mol
LUMO	0.348	eV

```
! RIJCOSX wB97M-V def2-TZVPD def2/J DEFGRID3
* xyz 0 1
H -4.503 2.816 -1.817
C 7.530 -1.183 -5.538
H -4.324 -4.149 0.186
C -2.172 -3.943 3.158
C -3.424 3.009 -1.867
H -2.575 0.950 -4.438
N -2.769 1.946 -2.628
H 0.120 4.626 2.029
H -5.633 -6.011 -0.753
Cl 1.318 -0.258 -2.292
H -1.464 0.853 5.756
H -7.270 1.285 0.329
C -1.155 -0.081 5.265
C -3.151 -0.046 3.797
H -7.382 -0.840 -0.963
C -1.769 -3.233 0.888
C -4.012 -0.785 -0.369
H -1.301 0.517 -2.870
C 1.061 1.761 0.919
Cl 1.709 -1.789 0.978
O 2.818 -1.107 -4.533
C -1.156 -4.900 3.037
H -5.072 2.103 1.147
C -3.047 -4.139 -2.987
H -3.340 -2.430 2.144
C -4.186 -4.414 -0.866
N -1.693 -0.120 3.912
C -5.251 -1.204 -0.865
C -3.767 -5.227 -3.503
In 0.403 -0.090 -0.121
C -1.744 1.234 -2.160
H -3.019 0.797 0.731
H 8.378 -0.684 -6.012
H -2.721 -3.834 4.097
Sb -2.226 -1.990 -0.852
C 0.245 2.528 1.612
O -1.238 -0.216 1.673
C -3.964 0.420 0.343
H 6.094 0.342 -6.108
C 5.350 -2.469 -4.323
H -0.202 -4.286 -0.178
H -2.294 -3.643 -3.605
H -2.952 2.700 -4.577
O -1.320 1.339 -0.971
C 7.710 -2.406 -4.874
H -3.587 -5.561 -4.526
C -0.859 -0.237 2.878
C 0.635 3.738 2.406
H 1.709 3.928 2.360
C 5.171 -1.237 -4.979
H -1.530 -0.941 5.838
H -0.061 -0.125 5.201
C 6.618 -3.051 -4.270
H 8.701 -2.859 -4.828
C -4.915 -5.490 -1.389
H -3.017 3.077 -0.855
C -3.163 1.776 -4.020
H -3.501 0.864 4.304
C -6.363 0.710 0.131
H -0.828 2.331 1.653
H 2.981 2.640 1.222
H 6.756 -4.006 -3.758
H -4.235 1.544 -4.088
H 2.619 2.136 -0.450
C -6.421 -0.479 -0.596
C -2.502 -3.127 2.068
H 0.360 3.628 3.460
H 4.491 -2.958 -3.858
H -3.481 -0.032 2.756
H -5.284 -6.731 -3.120
C -5.126 1.163 0.593
C -0.764 -4.192 0.753
C 6.263 -0.606 -5.593
C 3.811 -0.614 -5.018
H -3.289 3.964 -2.392
H -5.332 -2.106 -1.472
C -0.458 -5.033 1.831
H 0.213 -0.318 3.137
H 0.327 -5.785 1.722
C 2.489 1.886 0.608
H 3.775 0.361 -5.566
H 3.001 0.930 0.758
C -3.297 -3.710 -1.680
C -4.713 -5.894 -2.712
H -3.600 -0.903 4.318
H -0.912 -5.548 3.881
*
```

Atomic partial charges in e from the Mulliken method, atoms 1 to 8: H 0.32; C -0.49; H 0.33; C -0.66; C -0.92; H 0.28; N 0.40; H 0.27

***

2.
Density functional theory data (wB97M-V/def2-TZVPD) for a cluster of 3 separate species, C3H12O2S2 in total at a distorted geometry.

DFT total energy	-29069.931	eV
HOMO	-9.14	eV
relative energy (zero: lowest compared OMol25 entry of this formula, charge and spin)	167.85	kJ/mol
LUMO	0.452	eV
SMILES string	CCCSS.O.O

```
! RIJCOSX wB97M-V def2-TZVPD def2/J DEFGRID3
* xyz 0 1
H 0.943 1.662 -0.320
H -3.310 1.987 2.123
H -0.044 -1.137 0.676
S -1.472 -1.868 -1.608
H 1.846 0.249 0.417
C -0.283 -0.064 0.377
H 6.791 -0.804 0.499
C -0.949 -0.181 -1.032
O -4.079 2.330 1.596
H -1.752 0.523 -1.282
C 0.947 0.808 0.414
H -3.837 1.750 0.698
H -0.959 0.302 1.219
O 6.409 -1.556 0.002
H -0.152 0.070 -1.793
H 6.261 -1.377 -0.887
H -4.104 -1.847 -1.872
S -3.326 -2.015 -0.721
H 1.069 1.167 1.497
*
```

Atomic partial charges in e from the Mulliken method, atoms 1 to 8: H 0.33; H 0.33; H 0.26; S -0.07; H 0.33; C -0.01; H 0.33; C -0.78

***

3.
Density functional theory data (wB97M-V/def2-TZVPD) for a structure of composition C16H18AsBrNOPdS.

DFT total energy	-165607.831	eV
HOMO (spin up / spin down)	-11.70 / -11.70	eV
relative energy (zero: lowest compared OMol25 entry of this formula, charge and spin)	116.23	kJ/mol
LUMO (spin up / spin down)	-4.760 / -4.774	eV

```
! RIJCOSX wB97M-V def2-TZVPD def2/J DEFGRID3
* xyz 1 1
C -1.014 7.528 -0.587
H -2.047 1.984 0.501
C -2.167 0.912 0.572
C 3.081 0.059 2.890
O -0.024 -0.582 -2.433
H -3.794 1.056 1.971
H -0.276 2.175 2.250
C 1.345 6.042 -0.743
As 1.382 0.325 2.046
C -1.554 -1.334 -0.096
C 1.394 7.424 -0.745
H -2.730 -2.910 0.759
H 0.406 -1.955 2.283
C -2.562 -1.843 0.712
C -1.082 6.147 -0.583
H 0.266 9.242 -0.672
H -0.935 -1.994 -0.686
H -2.035 5.637 -0.529
C -3.349 -0.979 1.461
H 2.955 0.117 3.969
C 0.220 8.161 -0.667
N -0.011 2.837 -0.667
H 1.390 2.818 2.216
H 0.753 2.053 3.699
C -1.374 0.038 -0.152
C -3.162 0.393 1.396
Br -4.692 -1.679 2.586
Pd 0.046 0.788 -1.345
C 0.178 -0.993 2.736
S 1.858 0.148 -0.053
H 0.318 -1.042 3.816
H 3.461 -0.922 2.611
H -1.922 8.111 -0.531
C 0.040 3.984 -0.666
H 2.349 7.927 -0.813
H 3.773 0.827 2.551
C 0.741 2.041 2.610
C 0.102 5.412 -0.659
H -0.846 -0.707 2.507
H 2.249 5.453 -0.811
*
```

Atomic partial charges in e from the Mulliken method, atoms 1 to 8: C -0.63; H 0.56; C -0.14; C -1.07; O -0.73; H 0.44; H 0.24; C -0.39